[1]
DFT (ωB97M-V/def2-TZVPD) results for 8 unconnected molecules or ions with the total composition C26H48O18S3 at a distorted geometry.

Geometry (Å):
S (-4.02, 3.95, -3.37)
S (-0.29, -1.47, 0.44)
S (-2.55, -2.28, 9.52)
O (3.80, 1.29, 4.96)
O (3.52, -4.70, -4.68)
O (0.74, 2.13, -9.60)
O (4.94, 0.14, 6.56)
O (4.56, -6.46, -3.98)
O (-8.18, -5.74, 6.01)
O (4.25, 4.55, -0.64)
O (5.75, -4.79, -4.70)
O (-0.95, -2.86, 0.53)
O (4.10, 2.28, 7.02)
O (-7.85, -4.08, 4.32)
O (-8.84, -6.01, 3.90)
O (4.07, 6.12, 0.77)
O (-5.46, 3.78, -3.84)
O (1.34, 3.50, -8.01)
O (2.42, 4.57, 0.34)
O (0.76, 1.33, -7.54)
O (-2.45, -1.64, 8.13)
C (-4.04, -1.53, 10.30)
C (-4.13, 4.78, -1.69)
C (-8.88, -5.38, 2.69)
C (4.69, 0.29, 3.13)
C (1.22, 4.20, -9.26)
C (2.46, -5.67, -4.57)
C (3.22, -6.81, -4.06)
C (3.50, 5.10, 0.15)
C (1.00, 2.22, -8.30)
C (5.56, 5.10, -0.72)
C (5.47, 6.21, 0.36)
C (-8.26, -5.30, 4.85)
C (4.81, -0.69, 5.49)
C (-1.26, -1.72, 10.75)
C (-8.17, -3.99, 3.02)
C (-0.04, 3.43, -11.43)
C (6.28, 6.03, 1.69)
C (-6.83, -3.84, 2.26)
C (2.63, -7.52, -2.93)
C (1.05, 3.23, -10.39)
C (3.97, 0.04, 4.41)
C (4.30, 1.36, 6.25)
C (4.67, -5.25, -4.49)
C (-0.60, -0.79, -1.22)
C (-3.12, 5.13, -4.50)
C (-1.25, -0.35, 1.56)
H (-3.61, -0.56, 10.55)
H (5.79, -0.93, 5.09)
H (-3.61, 6.10, -4.49)
H (-8.77, -3.11, 2.81)
H (5.69, 0.71, 3.07)
H (-4.77, 5.67, -1.65)
H (4.31, -1.60, 5.81)
H (5.77, 5.39, -1.75)
H (4.12, 0.93, 2.46)
H (-2.05, 5.09, -4.27)
H (7.36, 6.10, 1.55)
H (-4.43, 4.05, -0.94)
H (-3.37, 4.95, -5.54)
H (-0.39, -2.37, 10.64)
H (3.07, -7.43, -4.94)
H (-6.23, -4.72, 2.46)
H (-6.28, -2.95, 2.57)
H (-0.75, 2.60, -11.44)
H (6.32, 4.41, -0.36)
H (-3.09, 5.09, -1.55)
H (1.82, -5.27, -3.79)
H (-4.28, -1.93, 11.29)
H (-7.00, -3.77, 1.19)
H (-0.69, 4.31, -11.48)
H (3.06, -0.52, 4.22)
H (2.16, 4.73, -9.36)
H (1.84, -5.86, -5.44)
H (-1.68, -0.82, -1.32)
H (-0.39, 0.26, -1.41)
H (1.57, -7.76, -2.97)
H (0.45, 3.37, -12.40)
H (6.10, 5.08, 2.20)
H (-2.24, -0.04, 1.23)
H (-9.89, -5.11, 2.37)
H (0.45, 4.98, -9.22)
H (2.03, 3.13, -10.86)
H (5.56, 7.14, -0.21)
H (-1.55, -0.82, 2.50)
H (-8.46, -5.94, 1.85)
H (-0.35, -1.40, -2.09)
H (-5.00, -1.64, 9.79)
H (-0.57, 0.45, 1.85)
H (4.81, -0.69, 2.65)
H (5.88, 6.78, 2.37)
H (3.10, -8.50, -2.88)
H (-0.97, -0.67, 10.64)
H (2.73, -6.92, -2.02)
H (-1.50, -1.93, 11.79)

The value obtained for the molecular weight is 744.9 g mol⁻¹. The max |F| is 0.16499 hartree/bohr. The calculation puts the LUMO energy at 0.320 eV. For the orbital gap, the calculation gives 9.0 eV. As for the energy: -3568.13272 Ha. Its spin multiplicity is 1.

Atomic partial charges in e from the Löwdin method, atoms 1 to 2: 0.82 0.82



[2]
DFT (ωB97M-V/def2-TZVPD) results for a molecular structure, C23H37AsClN3Tc.

Geometry (Å):
Tc (0.11, -0.94, -0.18)
As (-1.33, 0.07, -2.02)
Cl (-1.23, -2.82, -0.09)
N (0.05, 0.21, 1.17)
N (1.51, -2.30, -0.97)
N (1.74, -2.17, 0.45)
C (-3.20, -0.91, -4.05)
C (0.03, 0.57, 2.44)
C (-1.30, 3.60, 4.18)
C (2.06, -2.10, -3.29)
C (-2.98, 0.80, -1.30)
C (0.32, -0.39, 3.48)
C (1.01, 0.02, 4.63)
C (-2.76, 1.97, -0.35)
C (0.22, -2.64, 4.35)
C (2.65, -1.97, -1.89)
C (3.09, -0.54, -1.63)
C (-0.24, 4.28, 2.11)
C (-1.29, 2.27, -3.95)
C (3.78, -2.98, -1.67)
C (0.07, 2.97, 1.83)
C (1.32, -0.90, 5.62)
C (-0.07, -1.73, 3.35)
C (-0.96, 2.29, 3.92)
C (-0.28, 1.96, 2.74)
C (-1.87, -1.22, -3.38)
C (0.92, -2.22, 5.48)
C (-0.93, 4.60, 3.28)
C (-0.44, 1.56, -2.90)
H (-0.76, 3.14, -4.33)
H (-0.65, -2.05, 2.49)
H (-3.72, 2.33, 0.02)
H (1.61, -3.05, 0.95)
H (-1.05, -1.26, -4.10)
H (2.65, -1.76, 0.64)
H (3.81, -0.25, -2.39)
H (-0.14, 2.24, -2.10)
H (-2.15, 1.69, 0.50)
H (1.87, -0.59, 6.50)
H (1.34, 1.05, 4.73)
H (1.14, -2.94, 6.26)
H (1.14, -3.23, -1.15)
H (0.61, 2.71, 0.93)
H (-4.03, -0.96, -3.35)
H (-0.12, -3.66, 4.27)
H (-1.18, 5.63, 3.50)
H (1.65, -3.10, -3.46)
H (-1.84, 3.85, 5.08)
H (4.60, -2.77, -2.35)
H (2.84, -1.93, -4.03)
H (4.18, -2.93, -0.65)
H (-3.21, 0.08, -4.52)
H (-3.39, -1.65, -4.83)
H (0.05, 5.07, 1.43)
H (-2.27, 2.81, -0.86)
H (-3.59, 1.09, -2.15)
H (3.44, -4.00, -1.86)
H (1.27, -1.36, -3.45)
H (-1.90, -2.18, -2.87)
H (-1.26, 1.50, 4.61)
H (-3.49, -0.03, -0.80)
H (0.48, 1.16, -3.34)
H (-1.51, 1.62, -4.80)
H (2.25, 0.15, -1.69)
H (3.59, -0.40, -0.66)
H (-2.24, 2.62, -3.54)

The value obtained for the molecular weight is 563.9 g mol⁻¹. The max |F| is 0.00896 hartree/bohr. The calculation puts the LUMO energy (spin up / spin down) at -7.762 / -7.614 eV. For the orbital gap (spin up / spin down), the calculation gives 7.1 / 7.2 eV. As for the total charge: +2. As for the expectation value of S²: 0.76. As for the energy: -3839.09769 Ha. Its spin multiplicity is 2.

Atomic partial charges in e from the Löwdin method, atoms 1 to 2: 0.97 1.12



Here are the calculated ΔE to the lowest compared entry with this formula, charge and spin numbers, same order: 166.8; 3.0 (kcal per mole).